Computed, not measured: a structure of composition C35H28F3N9O3P2PdSSe2 at a distorted geometry, with the ωB97M-V functional and the def2-TZVPD basis.

Positions of all 84 atoms, in Å:
H -2.6824 -3.5975 -0.3957
C -0.5639 0.0871 -0.0975
N -0.9527 2.1963 0.4169
H 1.9421 3.0316 -0.8621
H -3.1843 -1.5057 -1.4989
C -1.5170 0.9781 0.4213
H -4.7012 6.1169 2.5896
C -4.3999 5.1237 2.2892
C -0.3823 -2.3709 -3.1845
O 3.6176 -1.3239 1.9549
Pd 2.6092 0.0408 -0.1491
H 9.0571 -1.9585 -1.6087
F 3.4760 1.5188 4.3980
H -4.1698 -1.9540 -3.7007
H -5.3021 0.9653 -3.2669
H 5.2798 -3.6664 0.0529
N 6.8364 0.3388 -1.4687
N 3.6010 1.8322 -1.0885
C -2.2838 -3.4539 0.5987
H -1.9347 2.8615 2.7800
C -1.2278 -2.5797 0.8155
C 3.7631 4.1775 -0.7178
C -5.9295 -1.3244 -0.8616
H -6.1295 4.8049 1.0653
N 0.5147 0.8568 -0.3835
C -2.8201 -4.1388 1.6745
C -3.1058 -2.0688 -3.5595
C -3.6369 2.5782 1.5124
H 5.7528 5.0005 -0.6736
N 4.8129 -0.6015 -0.7267
C -1.1850 -1.9677 -2.1239
C -4.8277 3.1160 1.0431
C -3.2249 4.5736 2.7771
C 3.0279 3.0145 -0.8978
F 2.7561 -0.4442 4.9148
N 4.7452 -2.8330 -0.1381
H -5.4601 2.5448 0.3777
C 5.1448 4.1173 -0.8026
H -6.6881 -1.0276 -2.8389
C -5.0644 -0.8615 0.1147
C -2.2901 -3.9739 2.9439
H 6.8126 2.7740 -1.0897
S 3.0595 -0.0220 2.2579
C 4.9365 1.7584 -1.1154
H -0.8026 -2.9941 4.1377
F 4.7854 -0.1816 4.2415
H 0.6818 -2.4892 -3.0284
C -2.8451 3.3004 2.3986
H -4.9812 -1.3633 1.0698
C -5.2009 4.3914 1.4299
C 5.4466 -1.7887 -0.6014
H 9.1969 -0.2657 -2.0262
C -2.3023 -2.4652 -4.6153
H 4.0388 -2.5798 0.5506
P -0.3985 -1.6533 -0.4986
C -5.2311 0.4534 -2.3196
C -0.9394 -2.6207 -4.4244
C -2.5534 -1.8172 -2.3152
C 7.3681 -0.8902 -1.3793
Se 1.6693 -2.2489 -0.5932
C -6.0144 -0.6649 -2.0764
C -4.3552 0.9142 -1.3544
H 0.1370 -1.7227 2.2401
Se -3.2152 -0.2836 2.9310
O 1.6163 0.0235 2.2175
C 5.7423 2.8892 -1.0229
H -3.7312 1.7769 -1.5441
H -0.3092 -2.9360 -5.2421
H 3.2606 5.1084 -0.5107
O 3.7394 1.0925 1.6260
C -1.2153 -3.1225 3.1491
H -2.7377 -2.6484 -5.5864
H -2.6121 5.1332 3.4666
C 3.5249 0.2292 4.0556
N 6.7176 -1.9671 -0.9451
H -6.5361 -2.1965 -0.6710
N 0.2491 2.0923 -0.0572
H -3.6552 -4.8058 1.5174
C -4.2771 0.2551 -0.1302
P -3.1443 0.8636 1.1671
C 5.5617 0.4244 -1.1296
H -2.7227 -4.5065 3.7780
N 8.6454 -1.0533 -1.7401
C -0.6823 -2.4163 2.0870

Properties
HOMO-LUMO gap (alpha / beta): 0.212 / 0.220 hartree
LUMO energy (alpha / beta): -1.75 / -1.52 eV
2S+1: 1
maximum force: 4.567 eV Å⁻¹

Computed, not measured: the molecule C18H31N5O at a distorted geometry, with the ωB97M-V functional and the def2-TZVPD basis.

Positions of all 55 atoms, in Å:
C -4.9619 -1.8957 1.0510
C 1.2967 -1.3014 -0.9940
C -0.2794 0.3574 3.0508
O 0.3995 -1.8831 0.8396
H 4.6816 2.5554 -1.4634
C -3.6675 -2.0232 1.8653
H -4.6436 -2.0907 3.7818
H -1.5098 0.5225 -2.2645
H 3.1140 1.1540 -3.6746
N 1.5837 -1.5319 0.2568
N 0.3075 1.8994 -0.1836
H 3.0678 -1.6124 -2.0868
C 2.2735 -0.8671 -2.0190
H -1.1685 -0.2184 3.2842
H -5.3002 -0.8630 1.0188
H -0.1830 1.1813 3.7589
N 0.6046 1.5815 1.0791
C 1.8711 1.9395 1.6435
H -4.1913 -0.4616 3.2933
H 1.7350 2.4901 2.5763
C -0.5293 -1.8129 -0.1155
H -1.9659 -3.2310 0.4366
H -3.2521 0.4932 1.6530
H -2.4917 -2.0426 -0.7899
H 5.5902 0.8067 -3.7730
C -3.8750 -1.5014 3.2878
H 5.5615 0.2111 -2.1128
H 4.7352 -0.6833 -3.3914
C -1.9451 -2.1720 0.1602
H 2.4650 1.0434 1.8392
H -2.9524 -1.5906 3.8547
N -0.0285 -1.4819 -1.2670
H 3.4580 0.3872 -0.7423
N -2.4986 -1.3965 1.2523
C -1.5092 1.4975 -1.7767
H -0.9325 2.1923 -2.3804
H -2.5354 1.8532 -1.6988
H -4.8125 -2.2471 0.0324
C -0.3789 0.8625 1.6609
C -0.8826 1.3788 -0.4337
H 3.1788 3.1385 -2.1831
C -2.6786 -0.0007 0.8653
H -3.4217 -3.0891 1.9490
C 3.7100 1.1213 -2.7557
H -5.7431 -2.4973 1.5085
C -1.3707 0.7039 0.7056
H 0.5917 -0.2892 3.1551
C 4.0763 2.5529 -2.3677
C 2.8577 0.5000 -1.6470
H 4.6448 3.0330 -3.1611
C 4.9758 0.3109 -3.0244
H 2.3893 2.5659 0.9211
H -3.2403 0.0850 -0.0790
H 1.7512 -0.8095 -2.9743
H 2.0286 1.1750 -1.4211

Properties
HOMO-LUMO gap: 0.340 hartree
LUMO energy: 0.83 eV
2S+1: 1
maximum force: 1.216 eV Å⁻¹

Computed, not measured: a structure of composition C37H58F3HfN2O2PSb at a distorted geometry, with the ωB97M-V functional and the def2-TZVPD basis.

Positions of all 105 atoms, in Å:
H -15.2887 0.9568 -3.4723
H -19.8859 -1.2385 0.9891
H -23.3421 6.9486 1.8919
H -22.1578 8.1842 2.4086
C -21.4492 2.5288 -3.8765
H -15.3913 3.3437 -1.5885
H -20.9292 -0.1050 -3.8719
C -25.0659 7.0828 -0.2519
H -23.7348 -0.1360 -0.5609
H -18.5983 6.0006 -1.2232
H -25.2019 5.1095 -2.2098
C -18.9591 6.0293 -2.2563
C -24.9823 4.7074 -1.2093
H -17.2029 0.6708 -0.2792
H -15.5306 5.8041 0.7307
H -21.4497 6.8084 -4.1853
C -22.0915 4.1752 2.5884
C -17.5914 5.2468 1.1539
H -16.3617 5.1705 -1.9590
C -22.3485 7.2728 1.7474
C -16.3023 5.6256 1.4906
C -18.2094 5.0288 -3.1876
C -15.8960 2.5145 -1.0867
H -20.0795 6.0037 -2.2174
H -18.0209 4.4645 -5.2860
Hf -20.7252 4.0244 -0.0788
H -23.2793 8.5157 -3.8803
H -16.3081 5.2553 4.8612
H -18.4321 4.6999 5.5380
C -17.1009 0.4073 -1.2947
C -22.3535 1.4364 -0.1888
C -18.9382 4.7762 4.5743
C -20.6208 4.3252 2.9523
H -22.8838 5.8190 -4.4586
C -20.2495 4.5077 4.2493
H -20.8915 4.3147 5.0776
O -22.2517 3.9645 1.2470
H -15.1072 1.8704 -0.6587
H -21.9811 8.8909 -2.7895
H -20.2721 8.2848 -1.0050
F -21.8142 -3.0319 -0.4831
C -16.7822 1.6881 -1.9849
C -19.5583 1.8143 -5.2333
H -17.9421 5.1955 0.1951
C -20.1992 0.3993 -3.2755
C -22.8502 6.8505 -2.5501
H -23.0400 2.2441 -0.4667
H -20.3778 9.0234 0.6344
H -19.2582 -0.1234 -3.4058
H -21.6206 5.1023 -3.4743
C -22.9277 8.3583 -2.8726
N -21.0944 1.7795 0.0744
H -20.5677 0.2511 -2.2411
C -20.2207 0.7900 0.5068
H -16.0466 2.4170 -3.9653
H -16.2343 -0.2565 -1.3810
C -22.4058 -2.3177 0.4322
H -18.5420 5.9974 -5.1205
H -24.8061 7.8505 0.4774
C -20.6120 -0.5480 0.6335
C -20.5799 8.1089 0.0350
H -24.2590 5.2664 0.7110
H -23.8684 6.5008 -2.5266
H -16.9892 0.8314 -3.9571
H -25.1703 7.5935 -1.2117
H -24.5017 3.7402 -1.2853
C -18.0430 5.0000 3.5415
C -22.1364 6.0762 -3.6921
C -16.7185 5.1549 -3.0250
H -16.3565 6.0855 -3.4255
C -18.5159 4.9396 2.2012
P -22.5334 6.2295 -0.8508
C -20.0946 1.8392 -3.7986
H -16.5294 2.9474 -0.2731
C -21.8834 -0.8703 0.2493
H -18.8001 1.1040 -5.3599
C -18.6927 5.0710 -4.6575
H -25.9691 4.5296 -0.8609
O -22.9806 4.2731 3.3241
H -14.7503 5.9561 3.0656
C -16.6867 5.3067 3.8282
H -26.0713 6.8758 0.1027
H -21.3259 3.5370 -4.2480
H -21.9505 2.5910 -2.9154
Sb -18.6703 2.9495 -2.3540
H -19.3373 2.7704 -5.7434
H -19.2326 1.1139 0.6850
H -22.0450 1.9521 -4.6059
C -22.7942 0.1424 -0.1979
H -16.1410 4.4007 -3.5079
C -16.2587 1.5000 -3.4593
H -17.9355 -0.1782 -1.6302
H -18.6810 7.0593 -2.4882
H -19.9472 7.3496 0.5466
N -19.7930 4.5208 1.9101
H -19.7274 4.8250 -4.7972
C -15.7938 5.6345 2.8296
H -23.4914 8.8954 -2.1324
H -20.3260 1.3726 -5.8311
C -24.2692 5.7863 -0.3417
F -22.1433 -2.7674 1.6357
F -23.7035 -2.3340 0.2023
H -22.7183 8.4833 -0.0343
C -22.0841 7.6602 0.2414
H -21.7222 6.4525 2.0608

Properties
HOMO-LUMO gap: 0.253 hartree
LUMO energy: -9.73 eV
2S+1: 1
maximum force: 3.631 eV Å⁻¹
total charge: +3